1.
The following is a DFT calculation (ωB97M-V/def2-TZVPD) of C3H7N3S2 in the gas phase at a distorted geometry.

Values from the calculation:
* frontier orbital gap: 0.3503 Eh
* SMILES: C/C(=N/S)S/C=N\N
* net charge: 0
* energy above the lowest of the compared OMol25 structures with the same formula, charge and spin: 245.1 kJ/mol
* E_LUMO: 0.0170 hartree
* HOMO: -9.07 eV

Last column: natural (NBO) charge in e.
Geometry (Å):
C  -1.526  -0.185  0.798  -0.68
C  -0.865  0.790  -0.164  0.16
N  -1.362  1.237  -1.238  -0.56
S  -0.592  2.316  -2.315  0.22
S  0.811  1.267  0.485  0.11
C  1.475  -0.247  1.161  -0.11
N  1.533  -1.377  0.622  -0.23
N  1.412  -1.394  -0.769  -0.62
H  -1.641  0.237  1.793  0.24
H  -2.531  -0.469  0.433  0.24
H  -0.876  -1.105  0.838  0.24
H  0.633  2.289  -1.794  0.10
H  1.800  -0.187  2.203  0.21
H  1.128  -2.341  -0.976  0.36
H  0.600  -0.833  -1.077  0.34

=====

2.
The following is a DFT calculation (ωB97M-V/def2-TZVPD) of a molecular structure, C33H35F3GeN4O3ReSSb at a distorted geometry.

Values from the calculation:
* frontier orbital gap (spin up / spin down): 0.2110 / 0.2151 Eh
* 2S+1: 2
* net charge: -1
* energy above the lowest of the compared OMol25 structures with the same formula, charge and spin: 0.0 kJ/mol
* E_LUMO (spin up / spin down): 0.0947 / 0.0943 hartree
* HOMO (spin up / spin down): -3.16 / -3.29 eV

Last column: Mulliken charge in e.
Geometry (Å):
Re  -0.169  -0.193  0.028  -0.18
F  -1.655  -4.897  -1.867  -0.22
C  -1.192  -5.324  -0.688  0.78
F  -0.715  -6.578  -0.895  -0.31
F  -2.259  -5.466  0.128  -0.25
C  -0.141  -4.437  -0.091  -0.12
C  0.873  -5.021  0.652  -0.33
C  1.815  -4.227  1.285  -1.08
C  1.710  -2.855  1.131  -0.04
N  0.764  -2.284  0.401  -0.51
C  -0.194  -3.038  -0.192  0.50
S  -1.389  -2.044  -0.944  -0.47
H  0.916  -6.098  0.738  0.45
H  2.607  -4.655  1.883  0.40
H  2.405  -2.180  1.619  0.40
C  3.585  0.428  -1.246  -1.30
Sb  2.254  0.974  0.318  0.72
C  3.620  0.774  1.956  -1.35
C  2.292  3.090  0.060  -1.41
H  4.495  1.027  -1.201  0.39
H  3.056  0.596  -2.182  0.34
H  3.836  -0.629  -1.166  0.37
H  4.371  1.562  1.899  0.44
H  4.116  -0.195  1.899  0.42
H  3.084  0.839  2.901  0.31
H  3.311  3.472  -0.007  0.49
H  1.775  3.560  0.896  0.31
H  1.748  3.303  -0.861  0.40
N  -0.518  -0.384  1.874  0.68
C  -0.583  -0.611  3.077  -0.98
N  0.087  0.134  4.040  0.49
C  -0.328  -0.067  5.418  -0.91
C  -1.444  0.891  5.799  -0.06
O  -1.048  2.239  5.586  -0.58
C  -0.731  2.449  4.214  0.11
C  0.399  1.536  3.765  -0.05
H  0.530  0.108  6.078  0.32
H  -0.655  -1.101  5.525  0.54
H  -1.704  0.802  6.855  0.44
H  -2.333  0.666  5.192  -0.12
H  -0.456  3.499  4.110  0.43
H  -1.619  2.261  3.596  -0.12
H  1.317  1.815  4.296  0.13
H  0.560  1.657  2.691  -0.51
C  -1.329  1.221  -0.468  0.83
Ge  -3.007  1.743  0.412  1.94
C  -2.594  3.176  1.686  -0.64
C  -1.369  3.836  1.587  -0.20
C  -1.077  4.927  2.396  -0.84
C  -2.010  5.372  3.324  -0.29
C  -3.232  4.722  3.437  -0.77
C  -3.520  3.637  2.621  0.33
C  -4.315  2.530  -0.829  -0.01
C  -5.668  2.200  -0.782  -0.28
C  -6.587  2.807  -1.630  -0.64
C  -6.163  3.762  -2.541  -0.40
C  -4.818  4.106  -2.600  -0.75
C  -3.905  3.495  -1.753  -0.41
C  -3.839  0.230  1.308  -0.03
C  -4.444  -0.776  0.556  -0.24
C  -4.973  -1.903  1.167  -0.89
C  -4.908  -2.039  2.547  -0.55
C  -4.307  -1.049  3.308  -0.65
C  -3.775  0.075  2.690  0.42
H  -0.633  3.486  0.870  0.30
H  -0.122  5.431  2.303  0.39
H  -1.784  6.220  3.959  0.37
H  -3.960  5.061  4.164  0.42
H  -4.481  3.142  2.715  0.41
H  -6.016  1.455  -0.073  0.27
H  -7.633  2.531  -1.578  0.38
H  -6.876  4.235  -3.206  0.37
H  -4.479  4.848  -3.312  0.38
H  -2.857  3.759  -1.823  0.32
H  -4.482  -0.695  -0.525  0.58
H  -5.419  -2.685  0.564  0.38
H  -5.309  -2.925  3.024  0.38
H  -4.227  -1.160  4.383  0.39
H  -3.285  0.828  3.296  -0.37
O  -1.174  1.940  -1.614  -0.28
N  -0.032  1.554  -2.404  -0.22
O  0.478  0.455  -1.929  -0.39

=====

3.
The following is a DFT calculation (ωB97M-V/def2-TZVPD) of a molecular structure, C28H40IrN3O7PS2Se2 at a distorted geometry.

Values from the calculation:
* frontier orbital gap (spin up / spin down): 0.1972 / 0.1974 Eh
* net charge: -1
* energy above the lowest of the compared OMol25 structures with the same formula, charge and spin: 395.4 kJ/mol
* E_LUMO (spin up / spin down): 0.0753 / 0.0752 hartree
* HOMO (spin up / spin down): -3.32 / -3.32 eV

Last column: Mulliken charge in e.
Geometry (Å):
Ir  -0.895  -0.228  1.250  1.30
C  6.541  0.899  -2.513  -0.81
O  7.215  1.629  -1.504  -0.46
C  6.877  1.350  -0.217  1.05
C  6.008  0.339  0.161  -0.46
C  5.691  0.159  1.506  -0.50
C  6.221  0.987  2.497  -0.41
C  7.163  1.938  2.095  0.04
C  7.473  2.134  0.761  -0.60
N  5.939  0.952  3.901  -0.73
N  5.017  0.286  4.456  -0.40
C  3.702  0.045  4.033  0.02
C  3.104  -1.054  4.662  -0.16
C  1.855  -1.540  4.326  -0.97
C  1.109  -0.925  3.309  0.88
O  -0.008  -1.325  2.919  -0.46
C  1.669  0.250  2.685  -0.05
N  0.914  0.791  1.715  -0.86
C  1.287  1.940  1.173  -0.01
C  2.420  2.629  1.614  -1.01
C  3.226  2.064  2.562  -0.42
C  2.894  0.797  3.097  0.63
H  6.911  1.279  -3.460  0.23
H  5.459  1.046  -2.461  0.34
H  6.754  -0.171  -2.449  0.31
H  5.555  -0.312  -0.575  0.36
H  5.026  -0.645  1.782  0.45
H  7.627  2.546  2.865  0.40
H  8.173  2.904  0.454  0.39
H  3.707  -1.557  5.411  0.42
H  1.442  -2.422  4.800  0.40
H  0.662  2.325  0.375  0.20
H  2.668  3.590  1.179  0.48
H  4.094  2.596  2.912  0.58
O  -0.867  -4.771  -1.570  -0.61
C  -1.648  -3.673  -1.072  -0.87
C  -2.694  -4.208  -0.107  1.61
C  -3.653  -5.110  -0.905  -1.08
O  -4.775  -5.599  -0.162  -0.54
C  -2.037  -5.016  1.013  -1.22
Se  -0.890  -3.845  2.067  -0.07
C  -3.481  -3.045  0.502  -0.98
Se  -2.563  -2.186  2.017  -0.28
H  -0.106  -4.400  -2.021  0.35
H  -2.156  -3.157  -1.892  0.29
H  -1.022  -2.943  -0.558  0.41
H  -3.075  -5.940  -1.319  0.41
H  -4.070  -4.537  -1.733  0.38
H  -4.448  -6.043  0.626  0.36
H  -1.403  -5.804  0.606  0.46
H  -2.787  -5.454  1.675  0.40
H  -4.428  -3.417  0.876  0.54
H  -3.660  -2.251  -0.228  0.40
C  -2.292  -0.345  -4.501  -1.05
C  -2.063  1.120  -4.168  0.39
C  -0.594  1.428  -3.917  -1.33
O  -2.936  1.498  -3.069  -0.38
P  -2.637  1.491  -1.478  0.73
S  -1.648  3.118  -0.960  -0.59
S  -1.884  -0.298  -0.951  -0.61
O  -4.148  1.465  -0.953  -0.39
C  -5.287  2.277  -1.315  0.55
C  -6.127  1.505  -2.314  -1.26
C  -4.950  3.671  -1.822  -1.37
H  -1.731  -0.619  -5.401  0.46
H  -3.355  -0.531  -4.676  0.30
H  -1.964  -0.967  -3.666  0.03
H  -2.414  1.734  -4.996  0.30
H  -0.218  0.829  -3.086  0.21
H  -0.460  2.479  -3.666  0.33
H  -0.016  1.193  -4.816  0.47
H  -5.843  2.372  -0.383  0.37
H  -5.568  1.356  -3.239  0.16
H  -7.042  2.063  -2.531  0.45
H  -6.401  0.528  -1.907  0.30
H  -4.394  3.615  -2.760  0.25
H  -4.337  4.210  -1.102  0.32
H  -5.879  4.224  -1.989  0.47
C  -1.505  2.860  3.100  -0.69
O  -1.988  2.073  2.027  -0.24
H  -0.451  3.136  2.973  0.20
H  -1.596  2.260  4.008  0.24
H  -2.092  3.779  3.221  0.28
H  -1.914  2.578  1.202  -0.02

=====

4.
The following is a DFT calculation (ωB97M-V/def2-TZVPD) of 3 unconnected molecules or ions with the total composition C19H39BN2O4Si at a distorted geometry.

Values from the calculation:
* frontier orbital gap: 0.3714 Eh
* SMILES: COB(O)[SiH2]CCCCCCCCOC(C)=O.CCCC#N.CCCC#N
* net charge: 0
* E_LUMO: 0.0183 hartree
* HOMO: -9.61 eV

Last column: natural (NBO) charge in e.
Geometry (Å):
C  1.263  -1.359  4.307  -0.25
O  -0.136  -1.472  4.044  -0.70
B  -0.535  -1.133  2.787  0.77
O  0.427  -1.078  1.779  -0.94
Si  -2.440  -0.682  2.327  0.73
C  -2.374  0.829  1.173  -0.82
C  -2.690  2.154  1.871  -0.40
C  -1.653  2.527  2.925  -0.39
C  -0.633  3.571  2.447  -0.40
C  0.707  3.333  3.159  -0.38
C  1.660  2.637  2.194  -0.40
C  2.921  2.110  2.853  -0.42
C  3.662  1.087  2.007  -0.08
O  3.971  1.621  0.712  -0.50
C  3.181  1.206  -0.276  0.81
C  3.707  1.525  -1.644  -0.71
O  2.136  0.666  -0.138  -0.62
H  1.626  -0.341  4.198  0.17
H  1.427  -1.674  5.328  0.19
H  1.860  -2.012  3.685  0.19
H  0.487  -0.198  1.383  0.51
H  -3.165  -1.829  1.748  -0.14
H  -3.091  -0.232  3.582  -0.15
H  -3.132  0.667  0.408  0.22
H  -1.436  0.898  0.630  0.22
H  -2.668  2.924  1.102  0.20
H  -3.703  2.160  2.253  0.21
H  -2.182  2.944  3.776  0.21
H  -1.102  1.671  3.314  0.19
H  -0.994  4.565  2.659  0.21
H  -0.462  3.414  1.385  0.19
H  1.130  4.269  3.516  0.20
H  0.581  2.697  4.032  0.19
H  1.936  3.372  1.447  0.21
H  1.087  1.832  1.749  0.19
H  2.759  1.726  3.856  0.21
H  3.599  2.954  2.956  0.21
H  3.167  0.124  1.968  0.20
H  4.616  0.924  2.493  0.19
H  3.147  2.387  -1.982  0.24
H  4.748  1.818  -1.619  0.23
H  3.562  0.679  -2.295  0.24
C  -0.691  -0.310  -3.646  -0.62
C  -1.583  -0.205  -2.414  -0.38
C  -3.028  0.172  -2.755  -0.51
C  -3.083  1.479  -3.419  0.29
N  -3.125  2.497  -3.931  -0.34
H  -0.612  0.646  -4.165  0.22
H  0.319  -0.608  -3.363  0.22
H  -1.073  -1.057  -4.346  0.21
H  -1.162  0.535  -1.731  0.21
H  -1.581  -1.162  -1.888  0.21
H  -3.631  0.221  -1.849  0.25
H  -3.472  -0.574  -3.415  0.24
C  0.820  -4.316  -3.212  -0.62
C  -0.666  -4.644  -3.183  -0.38
C  -1.181  -5.157  -4.534  -0.51
C  -0.995  -4.145  -5.589  0.29
N  -0.850  -3.362  -6.396  -0.33
H  1.030  -3.518  -3.926  0.22
H  1.159  -3.977  -2.233  0.22
H  1.415  -5.189  -3.489  0.20
H  -1.228  -3.753  -2.894  0.20
H  -0.855  -5.401  -2.420  0.21
H  -2.243  -5.393  -4.470  0.25
H  -0.651  -6.064  -4.826  0.24

=====

5.
The following is a DFT calculation (ωB97M-V/def2-TZVPD) of C6H13N in the gas phase.

Values from the calculation:
* frontier orbital gap: 0.3795 Eh
* SMILES: CCCN1C[C@H]1C
* net charge: 0
* energy above the lowest of the compared OMol25 structures with the same formula, charge and spin: 84.5 kJ/mol
* E_LUMO: 0.0454 hartree
* HOMO: -9.09 eV

Last column: natural (NBO) charge in e.
Geometry (Å):
C  -0.935  2.534  -1.180  -0.61
C  -0.339  1.136  -1.047  -0.40
C  -1.128  0.213  -0.122  -0.21
N  -0.362  -1.005  0.086  -0.41
C  -0.598  -1.764  1.300  -0.26
C  0.630  -0.943  1.140  -0.08
C  1.994  -1.509  0.843  -0.61
H  -1.028  3.017  -0.201  0.20
H  -1.931  2.510  -1.638  0.20
H  -0.298  3.170  -1.804  0.21
H  -0.259  0.656  -2.030  0.21
H  0.685  1.211  -0.658  0.19
H  -2.095  -0.050  -0.568  0.19
H  -1.341  0.731  0.835  0.16
H  -0.555  -2.846  1.193  0.20
H  -1.356  -1.403  1.997  0.19
H  0.634  -0.018  1.726  0.18
H  2.538  -1.748  1.764  0.21
H  1.905  -2.417  0.239  0.22
H  2.587  -0.782  0.276  0.21

=====

no.,total energy (Ha)
1,-1079.07355
2,-4816.38708
3,-7826.88020
4,-1472.22512
5,-291.12657